(1)
{"formula": "C29H20BrN3O6Ru", "method": "wB97M-V/def2-TZVPD", "elements": ["O", "C", "C", "H", "H", "O", "C", "C", "C", "C", "C", "H", "C", "H", "H", "H", "O", "H", "C", "Ru", "N", "C", "C", "C", "C", "C", "N", "C", "C", "H", "C", "O", "N", "H", "O", "O", "H", "H", "C", "H", "H", "H", "Br", "C", "C", "C", "C", "C", "C", "C", "H", "C", "H", "C", "H", "H", "C", "H", "H", "C"], "positions_angstrom": [[2.0766, -0.3767, -0.7372], [-2.7519, 0.7305, -1.1880], [0.2080, -7.7813, 0.2321], [1.4013, 8.9922, -0.4637], [0.6847, 3.3405, -2.0924], [-2.3516, -0.5717, -1.2646], [-1.0396, 4.1172, -1.0822], [3.3920, -0.8632, 2.5769], [0.7963, 5.3109, -1.3336], [0.0109, -4.3526, -1.1231], [-0.4908, -6.4946, -2.1375], [-3.5669, 4.4927, -0.8166], [-0.0711, -5.7447, -1.0206], [2.8183, 5.2800, -2.0775], [-0.7681, -5.9799, -3.0451], [3.8777, -0.8151, 0.0286], [5.2458, -0.8512, 4.5384], [1.5041, -0.8153, 5.3771], [-4.0686, 1.1401, -1.0430], [0.0322, -1.1441, -1.0015], [4.0986, -0.8629, 4.9242], [-1.7215, 1.6893, -1.2386], [0.2602, -6.4062, 0.1770], [2.8001, -0.6793, 0.2215], [-0.5330, -7.8683, -2.0617], [-2.0195, 3.0501, -1.1048], [-1.3382, 5.2997, -0.5903], [1.2037, 7.9557, -0.6878], [-0.1726, -8.5187, -0.8854], [0.5530, -5.8310, 1.0432], [-0.2379, 6.0735, -0.7252], [-0.4373, 1.2195, -1.4067], [0.2571, 4.0574, -1.5289], [-0.1919, -9.5946, -0.8383], [3.7468, -0.8598, 6.0820], [0.0239, -0.7633, 1.1826], [-3.8012, -1.4376, -0.0408], [3.1630, 7.6607, -1.5009], [-3.3508, 3.4435, -0.9366], [-0.8464, -8.4397, -2.9199], [0.1744, 1.7303, -0.8581], [-4.0662, -1.6310, -1.8036], [-6.1556, 3.0365, -0.7089], [3.0633, -0.8650, 3.9171], [-4.3510, 2.4963, -0.9152], [-3.3152, -1.5899, -1.0095], [-0.0295, 7.4188, -0.3920], [0.7243, -0.8176, 3.3892], [2.3966, -0.8033, 1.5947], [0.0541, -3.1315, -1.2981], [-0.3159, -0.7896, 3.6795], [2.2154, 7.1915, -1.2821], [0.4633, -8.2888, 1.1482], [1.7218, -0.8336, 4.3197], [4.4321, -0.8745, 2.2870], [-4.8770, 0.4287, -1.0104], [2.0334, 5.8563, -1.6106], [-2.7534, -2.5265, -1.0000], [-0.8126, 7.9949, 0.0730], [1.0040, -0.8028, 1.9914]], "gap_ev": [5.0, 1.6], "charge": 1, "lumo_energy_ev": [-4.30, -7.78], "s2": 0.802, "spin_multiplicity": 2}

=====

(2)
{"formula": "C19H32O3S2SiSrTe", "method": "wB97M-V/def2-TZVPD", "elements": ["H", "C", "H", "C", "H", "H", "H", "H", "O", "H", "H", "H", "C", "Te", "H", "S", "H", "H", "C", "C", "H", "H", "H", "Sr", "C", "C", "H", "C", "C", "H", "Si", "O", "C", "H", "H", "H", "H", "C", "H", "H", "H", "H", "H", "C", "H", "H", "C", "C", "C", "S", "C", "H", "H", "H", "C", "C", "H", "C", "O"], "positions_angstrom": [[4.3525, 1.7263, 3.0989], [-0.6228, -3.0221, 0.0385], [-1.6197, 3.9146, 0.0424], [-4.5414, -0.0504, -2.1817], [1.0405, -2.7415, -1.3095], [0.2598, -4.3354, -1.4312], [7.9479, -0.5792, 2.7837], [-2.4730, -3.5443, 1.0183], [-2.4169, -0.1857, -1.1867], [-3.2155, -1.2754, -4.2592], [-2.8881, 0.7033, 2.3240], [-2.9367, 2.8356, -0.4639], [7.4922, 0.7023, 1.1177], [4.1806, 3.4896, 0.4952], [0.2986, -4.6600, 1.1154], [0.6090, 0.1894, -1.8986], [-0.5140, -2.9007, -2.1241], [5.9223, 0.0930, 4.0482], [-2.6376, 1.1909, -3.2150], [-1.7021, 1.9481, 1.0422], [-1.3002, 2.4715, -1.0250], [-1.5550, 1.2387, -3.3194], [-1.6093, -1.2929, -3.5088], [1.2095, 2.3227, 0.0348], [-1.0803, 2.7139, 2.2181], [7.2596, 0.1476, 2.3693], [-0.1075, 3.2077, 2.0746], [0.0861, -3.2660, -1.2895], [6.1277, 0.5279, 3.0770], [-3.6993, 2.2077, 1.8368], [-0.8845, -0.2572, -0.5588], [-0.8525, 0.8691, 0.6762], [-3.0469, 1.3993, 1.4986], [-2.9430, -2.2114, -2.7784], [-3.0926, 1.1823, -4.2084], [-2.6446, -3.1712, -0.6995], [-4.8339, -0.9481, -1.6344], [1.8346, 1.1870, 2.3190], [-0.9201, 2.0556, 3.0705], [-4.7944, 0.8209, -1.5742], [-0.2447, -3.3098, 2.1371], [6.7918, 2.0528, -0.3932], [-1.8044, 3.4897, 2.4810], [-2.6818, -1.2934, -3.3066], [-5.1089, -0.0013, -3.1130], [-3.5237, 0.8661, 0.6794], [6.6053, 1.6274, 0.5852], [5.4691, 2.0217, 1.2915], [0.2165, -3.5728, 1.1844], [2.4262, -0.1774, 1.7624], [-3.0432, -0.0736, -2.4625], [-2.9878, 2.0834, -2.6957], [1.2160, -3.1377, 1.1598], [8.3677, 0.4106, 0.5487], [-2.0084, -3.6619, 0.0378], [-1.8869, 2.8788, -0.1780], [-1.9460, -4.7263, -0.1989], [5.2415, 1.4543, 2.5445], [-0.7871, -1.6347, 0.3027]], "gap_ev": [4.3, 5.9], "charge": -1, "lumo_energy_ev": [2.02, 2.00], "s2": 0.755, "spin_multiplicity": 2}

=====

(3)
{"formula": "C29H76N4O4PS2", "method": "wB97M-V/def2-TZVPD", "elements": ["H", "H", "H", "H", "H", "H", "H", "H", "H", "H", "H", "H", "C", "H", "C", "N", "H", "H", "H", "H", "H", "H", "C", "O", "H", "H", "C", "C", "H", "H", "H", "H", "H", "H", "H", "H", "C", "N", "H", "H", "H", "H", "C", "H", "C", "H", "H", "H", "H", "H", "H", "C", "H", "S", "S", "H", "C", "C", "O", "H", "H", "H", "H", "O", "H", "C", "H", "H", "H", "P", "H", "H", "H", "H", "H", "H", "C", "C", "H", "H", "H", "H", "H", "C", "H", "C", "H", "H", "C", "N", "C", "C", "C", "C", "H", "C", "H", "C", "C", "C", "H", "O", "H", "H", "H", "H", "N", "C", "H", "H", "H", "H", "C", "H", "C", "C"], "positions_angstrom": [[-1.9015, -5.2919, 5.5355], [6.5159, -1.8194, 2.9280], [-4.7365, 4.2597, -3.8946], [-6.7004, -1.8954, 0.4024], [-3.7351, -5.0808, 5.9538], [3.2526, -0.6015, 5.2692], [-3.7103, -2.5827, 5.6539], [1.9640, -3.1863, 1.7027], [-2.1302, -1.1538, 4.4161], [-3.8132, 0.9579, -0.7128], [-0.1854, -1.1373, -8.2942], [-2.9708, 1.6498, -4.5560], [1.8930, -0.5888, 3.4370], [-3.2664, -0.4901, -1.6251], [-3.1833, 0.0636, -0.6875], [-1.3075, 4.6256, -4.0523], [2.6311, 0.1574, -7.8157], [-0.9638, 3.0189, -5.3454], [1.5853, 5.5940, 2.6861], [1.7397, -0.6421, -9.1233], [0.5007, -0.7153, 5.2920], [3.0698, -2.3804, 4.4506], [4.5242, -0.8135, 3.3899], [-3.4976, -0.7839, 0.4055], [2.0257, 0.5914, 3.5626], [3.1425, 0.3498, -9.4972], [3.1996, -1.2338, 4.2580], [2.2676, 0.2728, -8.8407], [-3.2531, 3.2252, -6.4574], [5.0517, -2.6790, 5.7594], [-2.6068, -2.4748, 3.1593], [6.0650, -4.0140, 2.8744], [-5.4113, 3.1812, -2.6754], [1.0933, 3.9798, 2.1585], [1.1154, -2.3113, 0.2279], [-1.5420, -0.9187, -7.1912], [5.5411, -4.1415, 3.9375], [2.8576, 2.6719, 3.8580], [-0.3302, -0.1596, 3.6937], [4.6978, 5.2556, 2.4960], [0.0068, 0.8107, -10.2686], [0.2474, 2.3922, -10.4186], [4.7809, 5.8093, 3.4336], [6.1371, -5.0345, 4.4571], [-0.5732, -0.5084, -7.4902], [-0.6319, -1.4596, 1.6821], [-1.7051, 1.9361, -3.3731], [5.8229, 6.1253, 3.5364], [-4.1468, -2.9124, -0.5826], [-5.2976, 0.2070, 0.7738], [3.8173, 2.8333, 3.5386], [-6.0577, -1.1951, -1.4986], [4.1510, 6.7036, 3.4083], [-3.4937, -5.2075, 3.4829], [0.3112, -4.1849, -1.4567], [-0.5921, -4.1460, 3.7069], [2.2221, 3.9892, 4.0082], [-4.6992, 3.2408, -3.5035], [4.4666, 4.9618, 4.5266], [3.0442, 4.5708, 5.9103], [4.6362, 0.3692, 3.5091], [1.7703, -5.1028, 0.3384], [4.3020, -0.9801, 2.2366], [-3.4049, 2.9643, -2.9936], [0.0948, -0.5375, -6.6241], [0.4490, -0.9555, 4.1237], [1.2134, -3.2781, 3.7471], [-4.9200, -1.1749, 1.7892], [2.7606, 4.4945, 1.9421], [-0.1337, -2.7591, 3.8681], [-6.8709, -1.7658, -1.9627], [-2.0787, 4.9518, -3.4623], [-4.9855, -3.4849, 0.6625], [-2.1377, 4.5751, -6.7018], [-6.3789, -0.1516, -1.4350], [-2.1413, 0.3797, -0.5847], [-1.8158, 3.4990, -4.8487], [0.7168, -4.5531, 0.3493], [-5.0038, 2.5235, -4.2715], [1.9493, -0.7826, 2.2755], [4.4061, -4.3830, 3.7833], [0.8199, 1.5601, -6.8521], [6.8720, -2.9525, 5.3552], [0.3566, 1.6714, -7.8395], [-0.6262, 4.2697, -3.3816], [1.9065, 4.5505, 2.6225], [6.6201, -0.5986, 4.3601], [1.2638, 3.8503, 4.5236], [1.3946, 1.5196, -8.9752], [-5.1066, -3.0738, -0.2632], [-4.8844, -0.8083, 0.7562], [-2.6700, -3.1231, 5.4289], [-1.9968, -2.3144, 4.1723], [5.7974, -2.7818, 4.8639], [-5.2036, -1.2511, -2.1790], [5.9369, -1.4592, 3.9078], [-1.9952, -2.9419, 6.3826], [-5.7421, -1.7565, -0.1130], [3.0798, 4.9374, 4.8774], [0.9632, -3.1116, 1.0993], [-0.0481, -5.2620, 0.8810], [-0.7804, 0.8121, -7.9645], [-0.0108, -2.9587, 5.3025], [-2.4436, -5.9777, 2.8896], [2.9787, 2.2607, 4.7837], [-3.4722, 4.7443, -5.5695], [0.7513, 1.5136, -10.2972], [-0.3232, -2.5712, 1.9767], [2.0644, 2.3868, -8.9242], [1.5001, -3.8148, -2.1126], [2.6666, 5.9527, 4.8949], [-1.2474, -3.2444, 1.6383], [-2.7279, 4.0389, -5.9493], [-0.0407, 2.6927, -7.8816], [-2.8882, -4.7296, 5.1893], [-2.4904, 2.4318, -3.9564]], "gap_ev": 5.4, "charge": -1, "lumo_energy_ev": 1.93}